This record from the OMol25 dataset describes C18H69NO19Ti as an isolated structure. The level of theory is ωB97M-V/def2-TZVPD.

Each line ends with the Löwdin charge.
Cartesian coordinates (Å):
1 Ti -11.0499 -7.7543 17.9741  1.134
2 C -7.6121 -8.9692 18.3530  -0.043
3 C -9.0460 -9.5708 18.2365  -0.430
4 C -9.1102 -11.0154 18.8694  -0.033
5 O -10.0426 -8.7552 18.8933  -0.231
6 H -6.8666 -9.5636 18.8936  0.076
7 H -7.5840 -7.9451 18.6931  0.067
8 H -7.1099 -8.9434 17.3514  0.086
9 H -9.1690 -9.6748 17.0991  0.126
10 H -8.4349 -11.0556 19.7895  0.101
11 H -8.4697 -11.6913 18.2593  0.081
12 H -10.1095 -11.4885 19.0241  0.059
13 C -14.8625 -8.1733 17.7458  -0.043
14 C -13.8052 -7.0870 18.0077  -0.461
15 C -14.4139 -5.9996 18.8993  -0.035
16 O -12.6935 -7.6804 18.7480  -0.290
17 H -15.2770 -8.4873 18.7514  0.104
18 H -14.5704 -9.0804 17.2796  0.058
19 H -15.7612 -7.7213 17.3392  0.078
20 H -13.4116 -6.7744 16.9864  0.134
21 H -13.8672 -5.0634 18.8966  0.075
22 H -14.5112 -6.4411 19.8805  0.081
23 H -15.4360 -5.8125 18.5344  0.087
24 C -11.9950 -7.4194 14.2335  -0.045
25 C -11.4008 -8.5543 15.1281  -0.483
26 C -10.4624 -9.4327 14.2462  -0.061
27 O -10.7499 -7.9859 16.2151  -0.272
28 H -11.3046 -6.5058 14.2102  0.109
29 H -12.8908 -7.0879 14.6355  0.025
30 H -12.3465 -7.7509 13.2112  0.095
31 H -12.1788 -9.2779 15.4812  0.122
32 H -9.9997 -10.2695 14.7917  0.068
33 H -9.6404 -8.9222 13.7110  0.082
34 H -11.0398 -9.9076 13.4275  0.076
35 C -13.2751 -9.1732 22.1436  -0.026
36 C -13.8382 -10.4804 22.8621  -0.509
37 C -15.2993 -10.8149 22.6753  -0.135
38 C -15.5562 -11.5588 21.3281  -0.180
39 C -14.7199 -12.8663 21.2295  -0.125
40 C -13.2014 -12.5423 21.3557  -0.492
41 N -12.9138 -11.6617 22.5429  -0.286
42 O -11.6819 -11.4943 22.6675  -0.227
43 C -12.6939 -11.7684 20.1260  -0.063
44 C -12.3513 -13.7677 21.5907  -0.060
45 C -13.6192 -10.3561 24.2890  -0.091
46 H -13.9419 -8.3575 22.4061  0.070
47 H -13.1740 -9.3377 21.1233  0.025
48 H -12.3092 -9.0312 22.6958  0.087
49 H -15.7993 -9.8094 22.6676  0.124
50 H -15.6705 -11.5668 23.4159  0.125
51 H -15.3155 -10.9489 20.4654  0.084
52 H -16.5929 -11.8205 21.4255  0.090
53 H -15.0562 -13.2457 20.2910  0.095
54 H -15.0362 -13.5852 21.9821  0.105
55 H -11.9659 -12.3391 19.4460  0.069
56 H -12.1273 -10.9044 20.4353  0.042
57 H -13.4992 -11.5404 19.3991  0.064
58 H -12.2781 -14.3216 20.6553  0.066
59 H -12.9457 -14.3389 22.3365  0.079
60 H -11.3110 -13.5647 21.9947  0.098
61 H -13.9888 -11.1913 24.8504  0.083
62 H -13.9081 -9.4310 24.6722  0.063
63 H -12.5251 -10.4249 24.3706  0.087
64 O -10.9788 1.0839 17.5980  -0.060
65 H -11.2894 1.9815 17.8426  0.073
66 H -10.0258 1.2616 17.4474  0.062
67 O -9.2533 -4.6313 20.1482  0.025
68 H -9.8661 -5.1310 20.6094  -0.006
69 H -9.2828 -3.7125 20.3569  0.043
70 O -11.2303 -13.0767 13.6353  -0.020
71 H -10.3077 -13.1479 13.3439  0.064
72 H -11.6711 -12.6576 12.9465  0.007
73 O -11.0853 -6.8694 21.3049  -0.012
74 H -11.9794 -6.9907 21.3997  -0.028
75 H -10.8969 -7.8185 21.3229  0.052
76 O -6.7911 -3.6158 14.6681  -0.068
77 H -6.6223 -4.5647 14.4943  0.060
78 H -6.3568 -3.4902 15.5288  0.015
79 O -10.5036 -5.7533 18.0763  -0.079
80 H -10.3018 -5.1789 17.2896  0.041
81 H -9.9438 -5.4592 18.8144  0.027
82 O -13.5378 -2.5150 10.3080  -0.066
83 H -12.7445 -2.5734 9.8110  0.000
84 H -13.5362 -3.3857 10.7607  -0.003
85 O -10.1768 -1.8259 18.5582  -0.019
86 H -10.7146 -1.0413 18.5669  0.033
87 H -10.2932 -2.3134 19.3830  0.051
88 O -13.0364 -4.9918 11.6742  -0.011
89 H -12.1064 -5.1128 11.8850  0.059
90 H -13.5465 -5.7523 11.6995  0.012
91 O -9.6323 -4.1130 16.2442  -0.039
92 H -9.7372 -3.2290 16.6642  0.056
93 H -8.6689 -4.1816 16.4461  0.049
94 O -12.9827 0.6989 15.0804  -0.054
95 H -12.2689 0.8846 14.4492  0.039
96 H -12.4854 0.6076 15.8832  -0.023
97 O -7.7489 -0.8406 17.4432  -0.034
98 H -8.5652 -1.1724 17.8093  -0.017
99 H -7.9449 -0.7143 16.5072  0.017
100 O -13.0303 -11.5127 15.3262  -0.064
101 H -12.9486 -11.4761 16.2994  0.045
102 H -12.2935 -12.0791 15.1003  -0.009
103 O -6.8001 -3.5999 17.7612  -0.085
104 H -7.1479 -2.6873 17.6460  0.004
105 H -6.3501 -3.6513 18.6468  0.083
106 O -8.7762 -0.4612 14.5436  -0.010
107 H -8.8814 -0.4040 13.6320  0.016
108 H -8.4867 -1.3491 14.7390  0.016

Results
Kohn-Sham gap   2.3 eV
Highest occupied orbital energy   -3.143 eV
E   -3060.85664 a.u.

---

This record from the OMol25 dataset describes a 30-piece molecular cluster, C18H71F3O33 overall. The level of theory is ωB97M-V/def2-TZVPD.

Each line ends with the Löwdin charge.
Cartesian coordinates (Å):
1 O -3.2437 3.2704 0.9345  0.112
2 C -2.7131 2.5364 0.1262  -0.280
3 C -3.4367 1.9769 -1.0447  -0.094
4 C -4.4000 2.7051 -1.6909  -0.005
5 C -5.0128 2.1487 -2.8081  -0.023
6 C -4.6316 0.8943 -3.2299  -0.169
7 C -5.2680 0.3184 -4.4783  -0.136
8 O -4.2827 -0.3000 -5.2953  -0.136
9 O -4.4493 -1.7196 -5.2288  -0.050
10 C -3.6787 0.1417 -2.5520  0.062
11 C -3.0839 0.6918 -1.4452  -0.068
12 C -2.0529 -0.0529 -0.6492  -0.245
13 O -2.1528 -1.2534 -0.4925  0.119
14 C -0.9602 0.7894 -0.0955  -0.040
15 C 0.3528 0.3567 0.0760  -0.172
16 C 0.7705 -1.0637 -0.2105  -0.110
17 C 0.2925 -1.9873 0.9336  -0.041
18 C -0.0161 -3.4203 0.5475  -0.544
19 F 0.1369 -3.7084 -0.7618  0.121
20 F 0.8013 -4.2939 1.2429  0.074
21 F -1.2733 -3.7845 0.8902  0.131
22 C 1.2949 1.2520 0.5547  -0.008
23 C 0.9452 2.5433 0.8853  -0.027
24 C -0.3574 2.9815 0.7451  -0.002
25 C -1.2937 2.1029 0.2548  -0.080
26 H -4.6434 3.6979 -1.3440  0.126
27 H -5.7713 2.6953 -3.3462  0.084
28 H -5.6964 1.1115 -5.0895  0.126
29 H -6.0247 -0.4101 -4.1920  0.136
30 H -4.4189 -1.9601 -6.1735  0.085
31 H -3.4170 -0.8453 -2.9053  0.126
32 H 1.8571 -1.0984 -0.2541  0.120
33 H 0.4060 -1.3657 -1.1897  0.113
34 H -0.5924 -1.5576 1.3853  0.123
35 H 1.0544 -2.0039 1.7107  0.135
36 H 2.3283 0.9708 0.7077  0.123
37 H 1.6852 3.2376 1.2528  0.084
38 H -0.6120 3.9927 1.0260  0.089
39 O -6.9283 2.0553 -0.5856  -0.038
40 H -6.8458 2.8195 -0.0044  0.046
41 H -7.3133 1.3776 -0.0192  0.045
42 O 0.7693 -7.4356 2.3453  -0.040
43 H 0.8529 -6.6215 1.8368  0.019
44 H 1.1270 -7.2054 3.2113  0.047
45 O 1.4152 1.3099 -2.5892  -0.043
46 H 2.0881 1.3532 -3.2735  0.037
47 H 0.5884 1.1386 -3.0656  -0.003
48 O -0.7228 2.1730 -4.2551  -0.053
49 H 0.0433 2.6261 -4.6181  0.035
50 H -1.4289 2.3706 -4.8773  0.030
51 O -0.8827 2.4128 4.0339  -0.049
52 H -1.3497 1.5951 4.2329  0.059
53 H -1.5554 2.9835 3.6387  0.029
54 O 3.7958 -4.6907 1.7579  -0.041
55 H 4.4385 -4.5304 1.0592  0.058
56 H 2.9642 -4.8316 1.2935  0.015
57 O -0.5727 2.9564 -6.9991  -0.041
58 H 0.3198 2.8554 -7.3489  0.064
59 H -1.1196 3.0893 -7.7816  0.065
60 O -0.3751 5.5969 2.3726  -0.038
61 H -0.8181 6.4316 2.1872  0.044
62 H -0.3276 5.5684 3.3354  0.060
63 O 0.3543 3.4736 6.3944  -0.083
64 H 0.0625 2.8861 7.0965  0.024
65 H -0.1256 3.1727 5.6019  -0.022
66 O -0.7588 0.0121 -7.0917  -0.066
67 H -0.8065 0.8818 -6.6716  0.003
68 H -0.9926 -0.5999 -6.3836  0.005
69 O -1.1673 -8.7046 4.7007  -0.037
70 H -0.5220 -8.5281 4.0074  0.020
71 H -1.9814 -8.9015 4.2260  0.062
72 O -2.9554 -2.3300 -7.6919  -0.034
73 H -2.4259 -1.7440 -8.2442  0.052
74 H -2.3240 -2.9449 -7.3055  0.011
75 O 3.7603 -4.5968 4.6594  -0.063
76 H 3.7693 -5.5221 4.9204  0.037
77 H 4.0868 -4.5978 3.7463  0.000
78 O 3.1254 4.7610 0.6439  -0.049
79 H 4.0644 4.6481 0.8398  0.010
80 H 3.0200 5.7097 0.5115  0.037
81 O 0.2937 -0.7948 -4.8210  -0.059
82 H 0.4634 -1.7201 -4.6178  0.044
83 H 0.5559 -0.7022 -5.7444  0.027
84 O -1.8494 -2.9221 -5.1575  -0.052
85 H -2.4981 -2.2152 -5.2876  0.009
86 H -1.7026 -2.9666 -4.2073  0.056
87 O 6.2702 4.1587 1.5501  -0.063
88 H 6.9983 4.5523 1.0566  0.044
89 H 6.6635 3.4182 2.0277  -0.005
90 O 5.0576 1.9500 2.7552  -0.063
91 H 4.5633 2.7530 2.5589  0.025
92 H 5.1297 1.9475 3.7180  0.016
93 O -1.7241 -5.5931 3.1430  -0.048
94 H -1.0851 -5.1052 2.6179  -0.011
95 H -1.2035 -6.2505 3.6148  0.003
96 O -0.3633 -8.0304 7.4204  -0.074
97 H -0.5384 -8.6827 8.1043  0.027
98 H -0.8594 -8.3390 6.6489  -0.013
99 O 6.9515 3.4391 4.2877  -0.060
100 H 6.4659 4.2497 4.0926  0.049
101 H 7.0092 3.4136 5.2497  0.048
102 O -7.0151 4.4882 -3.7389  -0.054
103 H -7.5559 5.1105 -3.2421  0.043
104 H -7.6556 3.9381 -4.2020  0.043
105 O 0.9760 7.7999 0.6772  -0.054
106 H 0.2754 8.4548 0.7505  0.035
107 H 0.5481 6.9535 0.8545  0.001
108 O 6.1761 1.0281 5.9302  -0.062
109 H 5.4574 0.4244 5.7004  0.008
110 H 6.9281 0.6692 5.4484  0.044
111 O 2.1779 -5.7414 -1.5800  -0.052
112 H 1.6635 -6.5355 -1.7551  0.041
113 H 1.5237 -5.0633 -1.3811  -0.005
114 O 9.2459 3.5234 1.7323  -0.055
115 H 8.8966 2.7642 1.2538  0.042
116 H 8.8091 3.4930 2.5944  0.015
117 O -2.7783 4.1883 5.1277  -0.048
118 H -2.7001 4.9722 5.6808  0.047
119 H -3.1775 3.5294 5.7042  0.046
120 O -1.9321 -5.5339 -7.1694  -0.056
121 H -1.9770 -4.8000 -6.5424  -0.008
122 H -2.0377 -6.3083 -6.6081  0.036
123 O 5.1691 -1.7156 5.5648  -0.053
124 H 4.8206 -2.4904 5.1050  0.017
125 H 4.7757 -1.7723 6.4416  0.050

Results
Kohn-Sham gap   8.8 eV
Highest occupied orbital energy   -8.888 eV
E   -3510.94342 a.u.

---

Question: What is the Kohn-Sham gap in the first record?
Answer: 2.3 eV